Record 1
Formula: C3H7N2S2
Source: OMol25
Level of theory: ωB97M-V/def2-TZVPD

Its spin multiplicity is 1. Its net charge is +1. The energy above the lowest of the compared OMol25 structures with the same formula, charge and spin is 115.7 kcal/mol. For the LUMO energy (alpha / beta), the calculation gives -8.37 / -8.37 eV. The calculation puts the total energy at -1023.97859 hartree.

The geometry in XYZ format:
```
14
Properties=species:S:1:pos:R:3:forces:R:3:nbo_charge:R:1
C 0.197 -0.519 -0.391 -2.753 -0.152 -2.646 -0.27
C -1.243 0.128 -0.422 2.169 1.110 -1.745 -0.23
C 1.068 0.555 1.545 -0.567 -1.293 -0.524 -0.20
N 0.999 -0.294 0.640 3.848 -0.935 2.006 -0.21
N -1.672 -0.088 -1.746 -1.962 -0.647 -3.445 -0.89
S 2.390 0.707 2.628 2.847 -1.626 1.040 0.61
S 3.697 -0.747 2.562 -1.935 1.899 -0.239 0.24
H 0.162 -1.603 -0.750 0.384 1.406 0.476 0.25
H 0.739 0.112 -1.188 -0.587 -1.125 0.542 0.29
H -1.979 -0.111 0.294 -0.563 -1.039 0.946 0.23
H -1.059 1.212 -0.268 -0.271 -0.314 -0.129 0.19
H 0.273 1.129 1.887 -1.440 1.796 0.464 0.21
H -2.205 -0.852 -2.189 0.204 0.158 1.978 0.40
H -1.366 0.372 -2.602 0.625 0.764 1.275 0.39
```
Forces are in eV/Å.

Record 2
Formula: C28H18BrN5OsS2
Source: OMol25
Level of theory: ωB97M-V/def2-TZVPD

Its spin multiplicity is 1. Its net charge is +2. For the LUMO energy (alpha / beta), the calculation gives -8.39 / -7.99 eV. The calculation puts the total energy at -4812.09814 hartree.

The geometry in XYZ format:
```
55
Properties=species:S:1:pos:R:3:forces:R:3:nbo_charge:R:1
Os -0.294 0.221 -0.552 0.528 -0.120 0.665 1.12
Br 1.305 -3.372 0.064 0.047 -0.125 0.094 0.12
C 0.952 -2.534 1.708 0.168 -0.027 0.111 -0.09
C 1.765 -2.887 2.779 -0.018 -0.013 -0.086 -0.15
C 1.486 -2.454 4.071 -0.020 0.029 0.014 -0.19
C 0.341 -1.727 4.302 0.064 0.011 0.001 -0.10
C -0.502 -1.381 3.231 -0.100 -0.010 0.046 -0.13
C -1.758 -0.801 3.511 -0.149 0.076 -0.099 0.01
C -2.700 -0.571 2.513 0.118 0.021 0.293 -0.26
C -2.327 -0.785 1.206 0.201 -0.076 -0.289 -0.11
C -0.986 -1.106 0.840 -0.097 0.033 -0.177 -0.14
C -0.160 -1.707 1.881 -0.095 0.181 -0.027 -0.03
H 2.615 -3.531 2.596 -0.012 0.008 0.007 0.25
H 2.142 -2.728 4.886 -0.009 -0.007 -0.021 0.25
H 0.069 -1.424 5.306 -0.005 -0.026 -0.033 0.24
H -2.006 -0.596 4.547 0.001 -0.025 -0.029 0.24
H -3.694 -0.221 2.761 0.040 -0.001 -0.001 0.25
H -3.044 -0.591 0.418 -0.013 -0.027 -0.007 0.23
N -2.446 3.403 0.953 0.121 0.033 0.061 -0.48
C -1.545 3.436 2.022 -0.199 0.108 -0.039 0.11
C -1.480 4.245 3.151 -0.014 0.003 0.001 -0.21
C -0.440 3.992 4.022 0.031 -0.016 0.013 -0.18
C 0.505 2.978 3.778 -0.025 0.035 -0.012 -0.17
C 0.433 2.180 2.656 0.034 -0.017 0.022 -0.24
C -0.619 2.424 1.778 0.019 -0.038 -0.216 0.16
N -0.969 1.818 0.574 0.252 -0.314 0.253 -0.46
C -2.051 2.423 0.129 -0.061 -0.104 -0.155 0.40
C -2.615 1.871 -1.087 0.083 0.086 0.251 0.05
C -3.551 2.303 -1.959 -0.132 -0.048 -0.141 -0.37
S -3.693 1.193 -3.249 -0.158 0.064 -0.071 0.63
C -2.495 0.215 -2.578 -0.054 -0.240 0.119 -0.13
N -2.015 0.665 -1.442 -0.303 0.347 -0.595 -0.35
H -3.234 4.015 0.816 -0.006 0.015 0.017 0.45
H -2.198 5.032 3.340 0.026 -0.025 -0.013 0.25
H -0.343 4.596 4.914 0.006 -0.008 -0.016 0.24
H 1.313 2.836 4.483 -0.028 -0.006 -0.010 0.24
H 1.169 1.411 2.458 -0.007 0.003 0.000 0.23
H -4.138 3.208 -1.928 0.018 -0.057 0.006 0.28
H -2.172 -0.711 -3.032 0.071 0.095 0.007 0.27
N 0.587 -1.100 -1.896 -0.355 0.318 0.152 -0.47
C 1.298 -1.545 -2.678 0.230 -0.181 -0.387 0.54
C 2.194 -2.075 -3.659 -0.222 0.173 0.222 -0.17
C 2.716 -1.201 -4.616 0.029 0.030 -0.064 -0.16
C 3.591 -1.701 -5.563 -0.024 0.020 0.026 -0.20
C 3.934 -3.047 -5.547 0.029 -0.017 -0.036 -0.13
C 3.408 -3.909 -4.592 -0.002 -0.019 0.018 -0.20
C 2.533 -3.429 -3.637 0.007 -0.051 -0.002 -0.16
H 2.437 -0.154 -4.613 0.008 -0.029 0.011 0.24
H 4.007 -1.042 -6.313 -0.004 -0.007 0.013 0.24
H 4.620 -3.432 -6.290 -0.010 0.007 0.006 0.24
H 3.682 -4.955 -4.593 -0.001 0.014 -0.001 0.24
H 2.115 -4.089 -2.889 -0.010 -0.007 -0.010 0.23
S 1.028 2.727 -4.276 0.023 0.001 -0.088 0.05
C 0.725 2.059 -2.881 -0.056 -0.122 0.319 0.17
N 0.507 1.556 -1.821 0.035 0.053 -0.122 -0.69
```
Forces are in eV/Å.

Record 3
Formula: C8H24B2O28
Source: OMol25
Level of theory: ωB97M-V/def2-TZVPD

Its spin multiplicity is 1. Its net charge is -2. The energy above the lowest of the compared OMol25 structures with the same formula, charge and spin is 43.9 kcal/mol. For the LUMO energy, the calculation gives 4.11 eV. The calculation puts the total energy at -2476.30803 hartree.

The geometry in XYZ format:
```
62
Properties=species:S:1:pos:R:3:forces:R:3:nbo_charge:R:1
O 0.360 -4.635 -0.266 -0.274 2.673 -2.471 -0.56
C 0.363 -3.690 -1.074 0.208 -2.741 2.207 0.68
O -0.484 -3.484 -2.086 1.259 0.158 0.211 -0.64
B -0.005 -2.299 -2.815 -0.927 1.165 -0.855 1.17
O 1.106 -1.718 -2.005 -0.185 -0.105 -0.334 -0.65
C 1.415 -2.550 -1.048 2.251 0.562 2.499 0.70
O 2.354 -2.398 -0.230 -2.885 -0.796 -2.757 -0.61
O -1.156 -1.328 -2.977 0.614 0.157 -0.494 -0.67
C -1.205 -0.855 -4.231 -0.764 -0.280 -0.274 0.68
O -2.037 -0.121 -4.728 1.321 -0.896 1.052 -0.56
C -0.057 -1.563 -5.013 0.542 1.096 -2.580 0.68
O 0.516 -2.474 -4.225 -0.628 0.343 0.178 -0.66
O 0.234 -1.258 -6.181 -0.509 -1.313 3.128 -0.57
O -1.789 -1.847 2.052 2.674 3.998 -2.117 -0.64
C -1.128 -0.874 1.542 -3.966 -3.030 4.557 0.71
O -0.523 -0.802 0.456 2.112 -0.344 -3.034 -0.62
B 0.138 0.526 0.260 0.235 -0.758 0.006 1.20
O -0.287 1.273 1.457 0.137 0.583 -0.245 -0.68
C -1.038 0.506 2.229 -0.381 -1.094 0.384 0.72
O -1.574 0.750 3.270 0.531 0.656 -0.008 -0.57
O 1.631 0.477 0.134 -0.305 0.437 0.587 -0.65
C 2.032 1.308 -0.813 0.431 0.069 -0.362 0.72
O 3.155 1.768 -1.014 -2.385 -1.126 0.442 -0.59
C 0.715 1.622 -1.630 2.230 2.713 -2.204 0.72
O -0.326 1.109 -1.026 0.561 0.433 -0.003 -0.66
O 0.810 2.371 -2.618 -1.122 -2.214 2.501 -0.61
O -1.202 -0.891 5.669 -0.056 -0.145 0.534 -0.98
H -1.138 -0.560 4.773 -0.016 0.254 -0.644 0.50
H -0.754 -1.737 5.644 0.089 -0.226 -0.020 0.48
O 0.070 4.410 -4.282 -0.147 0.789 -0.314 -0.97
H -0.247 3.940 -5.054 -0.051 -0.146 -0.111 0.46
H 0.191 3.730 -3.620 0.076 -0.462 0.214 0.49
O -2.959 0.274 -1.202 -0.718 -0.229 0.241 -0.95
H -2.067 0.515 -1.452 0.256 -0.083 -0.282 0.50
H -3.141 0.802 -0.425 -0.099 0.353 0.165 0.46
O 2.150 2.994 2.461 -0.071 0.403 0.231 -0.95
H 2.861 3.041 1.821 0.304 -0.205 -0.092 0.47
H 1.461 2.498 2.018 -0.314 -0.243 0.008 0.48
O 4.810 0.041 -3.685 0.143 0.132 -0.273 -0.94
H 5.304 -0.776 -3.750 0.043 -0.213 -0.014 0.46
H 4.504 0.065 -2.778 -0.214 0.122 0.319 0.48
O 5.007 1.991 1.258 0.275 0.051 0.493 -0.95
H 4.506 1.868 0.451 -0.357 -0.213 -0.578 0.49
H 5.115 2.939 1.331 0.142 0.223 -0.024 0.45
O -1.577 -4.518 2.282 0.023 -0.905 0.523 -0.98
H -1.687 -4.598 1.335 0.103 0.074 -0.252 0.48
H -1.581 -3.575 2.446 -0.095 0.373 -0.218 0.49
O -4.299 -2.302 -0.220 -0.365 -0.485 0.306 -0.94
H -3.863 -1.480 0.003 0.368 0.216 -0.168 0.48
H -4.888 -2.074 -0.940 0.043 0.134 -0.238 0.46
O -3.444 0.712 5.649 -0.679 0.439 0.402 -0.96
H -2.663 1.265 5.628 0.332 0.033 -0.026 0.48
H -3.106 -0.183 5.628 0.423 -0.392 0.027 0.50
O 2.248 -1.964 2.468 -0.111 0.346 0.903 -0.96
H 1.967 -2.878 2.514 -0.098 -0.236 -0.179 0.47
H 2.093 -1.711 1.558 0.207 -0.085 -0.463 0.49
O -4.615 1.377 3.319 -0.610 0.488 -0.993 -0.98
H -4.176 1.185 4.147 0.383 -0.284 0.652 0.49
H -5.150 0.603 3.145 -0.056 -0.161 -0.076 0.46
O 2.740 5.043 -1.834 0.336 0.231 0.215 -0.94
H 2.191 5.826 -1.870 -0.160 0.145 -0.085 0.46
H 2.121 4.313 -1.857 -0.105 -0.439 -0.195 0.48
```
Forces are in eV/Å.

Record 4
Formula: C8H10AlO5
Source: OMol25
Level of theory: ωB97M-V/def2-TZVPD

Its spin multiplicity is 1. Its net charge is +3. The energy above the lowest of the compared OMol25 structures with the same formula, charge and spin is 0.0 kcal/mol. For the LUMO energy, the calculation gives -14.81 eV. The calculation puts the total energy at -928.22205 hartree.

The geometry in XYZ format:
```
24
Properties=species:S:1:pos:R:3:forces:R:3:nbo_charge:R:1
O 0.102 -3.337 -0.118 0.052 6.129 -0.226 -0.15
C 0.123 -2.179 -0.143 -0.073 -6.519 0.239 0.49
Al 0.187 -0.096 0.037 -2.176 -0.064 1.668 1.40
O -3.143 -0.035 -1.694 3.375 -0.174 1.281 -0.24
C -2.088 -0.081 -1.270 -2.464 0.152 -0.840 0.53
C 1.987 -0.005 -1.084 5.297 0.351 -3.101 0.48
O 2.973 0.061 -1.681 -5.068 -0.352 3.041 -0.13
C 0.024 1.983 -0.053 -0.303 6.673 0.316 0.49
O -0.035 3.139 0.000 0.268 -6.157 -0.325 -0.16
C 1.518 0.394 3.033 -0.589 -0.185 0.216 -0.65
C 0.475 -0.672 2.817 0.262 -0.206 0.375 -0.08
O -0.562 -0.204 1.853 1.811 -0.520 -2.947 -0.69
C -1.604 0.647 2.419 -1.136 0.752 0.941 -0.08
C -2.442 -0.169 3.387 0.157 -0.111 -0.086 -0.65
H 2.067 0.643 2.122 0.271 0.009 -0.344 0.19
H 2.235 0.011 3.756 0.246 0.093 0.043 0.31
H 1.073 1.303 3.433 0.125 0.054 0.106 0.26
H 0.881 -1.588 2.369 -0.044 0.017 0.143 0.20
H -0.067 -0.947 3.726 0.272 0.006 -0.254 0.28
H -1.126 1.508 2.902 -0.011 -0.205 -0.092 0.23
H -2.202 1.013 1.582 0.010 -0.101 -0.088 0.20
H -1.855 -0.501 4.253 -0.352 0.178 -0.161 0.24
H -3.254 0.457 3.759 0.032 0.023 0.007 0.30
H -2.882 -1.042 2.892 0.037 0.157 0.087 0.24
```
Forces are in eV/Å.

What is the net charge in the fourth record?
+3

Copy entry 1 word for word.
Formula: C3H7N2S2
Source: OMol25
Level of theory: ωB97M-V/def2-TZVPD

Its spin multiplicity is 1. Its net charge is +1. The energy above the lowest of the compared OMol25 structures with the same formula, charge and spin is 115.7 kcal/mol. For the LUMO energy (alpha / beta), the calculation gives -8.37 / -8.37 eV. The calculation puts the total energy at -1023.97859 hartree.

The geometry in XYZ format:
```
14
Properties=species:S:1:pos:R:3:forces:R:3:nbo_charge:R:1
C 0.197 -0.519 -0.391 -2.753 -0.152 -2.646 -0.27
C -1.243 0.128 -0.422 2.169 1.110 -1.745 -0.23
C 1.068 0.555 1.545 -0.567 -1.293 -0.524 -0.20
N 0.999 -0.294 0.640 3.848 -0.935 2.006 -0.21
N -1.672 -0.088 -1.746 -1.962 -0.647 -3.445 -0.89
S 2.390 0.707 2.628 2.847 -1.626 1.040 0.61
S 3.697 -0.747 2.562 -1.935 1.899 -0.239 0.24
H 0.162 -1.603 -0.750 0.384 1.406 0.476 0.25
H 0.739 0.112 -1.188 -0.587 -1.125 0.542 0.29
H -1.979 -0.111 0.294 -0.563 -1.039 0.946 0.23
H -1.059 1.212 -0.268 -0.271 -0.314 -0.129 0.19
H 0.273 1.129 1.887 -1.440 1.796 0.464 0.21
H -2.205 -0.852 -2.189 0.204 0.158 1.978 0.40
H -1.366 0.372 -2.602 0.625 0.764 1.275 0.39
```
Forces are in eV/Å.

net charge of number 2 (C28H18BrN5OsS2)?
+2